This record from the Open Molecules 2025 dataset describes one molecule with the formula C2H9N5. The level of theory is ωB97M-V/def2-TZVPD.

Structure (XYZ):
```
16
Properties=species:S:1:pos:R:3:forces:R:3:lowdin_charge:R:1
N 1.3245 -0.8332 0.3155 -1.97 0.92 -2.39 -0.048
C 0.5011 0.1418 0.0035 0.71 -1.63 2.58 -0.374
C -0.9362 -0.2347 0.4163 1.06 -0.67 0.31 -0.456
N 2.6261 -0.6753 -0.0766 2.28 0.38 -0.14 -0.049
N 0.8545 1.4557 -0.1988 -0.25 0.17 -0.38 0.114
N -1.7807 0.9387 0.4220 -0.38 0.14 1.10 0.029
N -1.5033 -1.1376 -0.5456 1.17 -1.24 -1.25 0.022
H -0.5692 -0.8167 1.3752 -2.01 1.63 -0.85 0.164
H 2.8812 -1.3014 -0.8413 -0.32 -0.20 0.55 0.078
H 2.8921 0.2499 -0.4147 -0.35 -0.02 0.05 0.050
H 1.7125 1.7098 0.2778 -0.14 0.05 -0.22 0.090
H 0.0839 2.0730 0.0556 0.23 -0.14 -0.13 0.076
H -2.6253 0.7158 0.9411 0.06 0.29 0.10 0.074
H -0.8859 -1.9451 -0.6344 -0.55 0.08 -0.17 0.070
H -2.0899 1.0494 -0.5447 0.13 0.03 0.16 0.085
H -2.4853 -1.3902 -0.5507 0.33 0.22 0.70 0.074
```
Forces are in eV/Å.

Summary:
- Lowest unoccupied orbital energy: 0.886 eV
- Energy above the lowest of the compared OMol25 structures with the same formula, charge and spin: 51.8 kcal per mole
- Multiplicity: 1
- Highest occupied orbital energy: -8.0 eV
- Charge: 0